10
Properties=species:S:1:pos:R:3:forces:R:3 method="wB97M-V/def2-TZVPD" relative_energy_kcal_mol=77.17 energy_ha=-400.62427 homo_energy_ev=-11.05 lumo_energy_ev=0.5929 total_charge=0 homo_lumo_gap_ha=0.428
N -1.278 -1.905 -0.890 1.6 2.2 0.2
C -0.551 -0.996 -0.781 -1.2 -2.0 0.1
C 0.409 0.131 -0.629 0.2 -0.7 3.4
F 0.632 0.637 -1.842 0.4 1.0 -0.7
C -0.233 1.160 0.429 0.1 -0.1 -2.1
N -0.156 0.950 1.676 1.2 -1.3 -0.6
O 0.676 -0.255 1.790 -1.0 0.6 1.1
H 1.362 -0.260 -0.055 -1.6 0.7 -1.9
H -0.750 2.055 -0.012 0.4 -0.9 0.9
H 0.590 -0.572 2.706 -0.2 0.5 -0.3

8
Properties=species:S:1:pos:R:3:forces:R:3 method="wB97M-V/def2-TZVPD" relative_energy_kcal_mol=39.64 energy_ha=-291.11252 homo_energy_ev=-9.49 lumo_energy_ev=1.0768 total_charge=0 homo_lumo_gap_ha=0.388 smiles="F[C@@H]1C=CO1"
F 1.912 -0.551 -0.208 -0.3 0.8 0.7
C 0.836 -0.147 0.547 -3.3 -1.0 -3.2
C -0.563 -0.579 -0.239 0.1 -0.5 1.6
C -0.850 0.708 -0.359 2.9 -1.8 0.0
O 0.368 1.191 0.231 0.1 1.0 0.2
H 1.023 -0.359 1.594 0.0 0.3 0.0
H -1.205 -1.424 -0.512 0.8 0.0 0.3
H -1.521 1.161 -1.053 -0.3 1.2 0.4

8
Properties=species:S:1:pos:R:3:forces:R:3 method="wB97M-V/def2-TZVPD" relative_energy_kcal_mol=13.70 energy_ha=-291.15386 homo_energy_ev=-10.22 lumo_energy_ev=-0.0981 total_charge=0 homo_lumo_gap_ha=0.372 smiles="C=C(F)C=O"
C 0.704 -0.443 -0.958 -1.2 2.4 2.3
C -0.421 -0.180 -0.247 2.3 -0.4 0.3
F -1.628 -0.461 -0.716 -0.7 -0.2 0.0
C -0.385 0.379 1.190 3.0 2.6 -2.3
O 0.371 1.343 1.397 -2.0 -2.4 0.1
H 0.680 -0.534 -1.985 -0.4 -1.1 -2.0
H 1.636 0.001 -0.618 -0.2 -0.5 0.5
H -0.957 -0.105 1.936 -0.9 -0.4 1.1

9
Properties=species:S:1:pos:R:3:forces:R:3 method="wB97M-V/def2-TZVPD" relative_energy_kcal_mol=60.79 energy_ha=-366.35121 homo_energy_ev=-9.63 lumo_energy_ev=0.3241 total_charge=0 homo_lumo_gap_ha=0.366
C -1.117 -0.657 0.400 0.3 -0.2 -0.5
C 1.873 1.333 -0.147 0.4 -1.0 0.1
C -1.190 -1.826 -0.185 -0.6 1.0 2.5
O -1.035 0.402 0.894 -0.6 -0.9 -0.1
O 0.816 2.033 0.063 0.6 0.7 -0.4
F 2.758 2.076 -0.780 -0.2 0.5 0.0
H -1.452 -2.686 0.373 -0.4 -0.4 0.9
H 0.217 1.406 0.499 -0.3 0.2 0.3
H -0.870 -2.080 -1.117 0.9 0.2 -2.7

9
Properties=species:S:1:pos:R:3:forces:R:3 method="wB97M-V/def2-TZVPD" relative_energy_kcal_mol=1.93 energy_ha=-366.44501 homo_energy_ev=-10.62 lumo_energy_ev=0.6774 total_charge=0 homo_lumo_gap_ha=0.415 smiles="O=CCC(=O)F"
O 0.529 -0.479 1.865 0.4 -0.5 -0.2
C -0.411 -0.041 1.289 -0.2 1.4 -0.7
C -0.367 0.350 -0.315 0.3 0.5 2.3
C 0.799 -0.262 -1.031 -0.5 -0.8 0.4
O 1.893 0.122 -1.230 -0.2 0.4 0.0
F 0.426 -1.503 -1.421 0.1 -0.4 -0.3
H -1.311 0.270 1.937 0.5 -0.3 -1.4
H -1.334 0.115 -0.713 -0.3 -0.4 -0.5
H -0.225 1.429 -0.380 -0.2 0.1 0.3

9
Properties=species:S:1:pos:R:3:forces:R:3 method="wB97M-V/def2-TZVPD" relative_energy_kcal_mol=87.52 energy_ha=-366.30862 homo_energy_ev="-8.75 / -8.50" lumo_energy_ev="-0.2061 / -0.6590" total_charge=0 homo_lumo_gap_ha="0.314 / 0.288" smiles="O=C/C(F)=C/O"
O -2.610 1.128 -0.036 0.0 0.1 -0.4
C -1.409 1.020 -0.220 -1.5 -1.5 0.9
C -0.727 -0.225 0.040 8.4 -0.1 -0.9
F -1.161 -1.450 -0.055 -1.3 -0.2 0.0
C 1.024 -0.240 -0.066 -5.4 2.4 1.8
O 1.711 -1.356 -0.086 -0.3 -0.9 -0.1
H -0.809 1.867 -0.462 0.9 0.7 -0.2
H 1.483 0.692 0.405 -0.4 -1.2 -1.0
H 2.498 -1.436 0.479 -0.3 0.6 -0.2

10
Properties=species:S:1:pos:R:3:forces:R:3 method="wB97M-V/def2-TZVPD" relative_energy_kcal_mol=92.17 energy_ha=-764.47201 homo_energy_ev=-9.75 lumo_energy_ev=-1.5882 total_charge=0 homo_lumo_gap_ha=0.300
C 1.124 -0.022 -0.089 1.5 -2.4 -1.1
C -0.169 -0.931 -0.060 1.4 -3.4 -1.8
C -1.144 0.027 0.325 -5.7 2.6 2.5
H 1.594 1.720 -0.782 -0.6 -0.4 0.6
H -0.814 1.328 -0.025 -2.0 -4.8 1.3
H -1.216 -0.027 1.772 0.1 0.2 -4.5
O 0.780 1.273 -0.428 3.3 -0.5 -0.5
O -0.254 -2.149 -0.425 0.6 5.6 1.8
F -2.494 -0.420 -0.270 3.1 1.4 1.8
S 2.592 -0.800 -0.018 -1.6 1.9 0.0

11
Properties=species:S:1:pos:R:3:forces:R:3 method="wB97M-V/def2-TZVPD" relative_energy_kcal_mol=6.98 energy_ha=-614.11752 spin_multiplicity=2 homo_energy_ev="-7.60 / -9.61" lumo_energy_ev="-0.0644 / -0.0719" total_charge=0 s2=0.754 homo_lumo_gap_ha="0.277 / 0.351"
C -1.246 0.786 0.008 -1.3 -0.6 -0.9
C -1.015 -0.456 -0.755 1.3 0.7 2.2
F -2.010 0.642 1.118 0.4 0.3 -0.4
H -1.021 1.803 -0.315 -0.2 -0.5 0.4
H -0.551 -0.224 -1.720 -0.2 -0.4 0.3
H -1.878 -1.130 -0.749 0.5 0.0 -0.1
O 0.098 -1.309 0.083 -1.0 0.1 -0.5
C 1.144 -0.586 0.473 -1.1 0.7 -3.4
O 2.261 -1.129 0.617 -0.5 -1.1 1.0
O 1.021 0.698 0.344 0.2 -0.6 1.0
Tl 3.198 0.906 0.894 2.0 1.4 0.5